Formula: C30H29AsF5N4O3S2Sn
Source: the Open Molecules 2025 dataset
Level of theory: the ωB97M-V functional and the def2-TZVPD basis

Geometry as XYZ:
```
75
Properties=species:S:1:pos:R:3
Sn -0.34014 -1.69933 -0.87506
F -5.76790 0.65506 3.00145
C -5.08181 -0.08334 2.13492
C -4.39716 0.52060 1.09219
F -4.42546 1.84473 0.95814
C -3.68272 -0.26079 0.20398
F -3.01593 0.35839 -0.77898
C -3.62011 -1.64549 0.30537
S -2.78679 -2.63860 -0.88559
C -4.29890 -2.21387 1.37572
F -4.25116 -3.54120 1.57103
C -5.02592 -1.45876 2.27932
F -5.65709 -2.04691 3.29443
C -1.78454 -0.78389 3.64012
O -0.36989 -0.68217 3.37446
C 0.01408 -0.97681 2.15218
O -0.78701 -1.34753 1.27809
N 1.33663 -0.87381 1.98059
N 1.83469 -0.99975 0.68540
H -1.90340 -0.46818 4.67032
H -2.11371 -1.81300 3.51155
H -2.33597 -0.13015 2.96855
H 1.85824 -0.37400 2.68733
H 2.68360 -1.54888 0.68660
H 1.90870 -0.06664 0.26428
O 0.60659 1.29465 -0.15249
As 1.22584 2.46209 -1.15792
C 0.10165 2.72775 -2.68136
C 0.47210 3.59754 -3.70252
C -0.37227 3.77177 -4.78711
C -1.57711 3.08085 -4.84706
C -1.94266 2.21689 -3.82548
C -1.10081 2.03832 -2.73622
C 1.43528 4.11504 -0.21727
C 0.69594 4.29893 0.94476
C 0.79371 5.49999 1.63225
C 1.62434 6.50542 1.15772
C 2.36293 6.31745 -0.00329
C 2.27076 5.11950 -0.69515
C 2.95771 1.97097 -1.82354
C 4.08424 2.18678 -1.03374
C 5.32558 1.74964 -1.47146
C 5.43997 1.09802 -2.69261
C 4.31697 0.88102 -3.47883
C 3.07260 1.31643 -3.04581
H 1.41248 4.13525 -3.65975
H -0.09312 4.44572 -5.58579
H -2.23362 3.22051 -5.69557
H -2.88301 1.68391 -3.87217
H -1.37300 1.37725 -1.92501
H 0.05482 3.50195 1.30196
H 0.22089 5.65258 2.53721
H 1.69835 7.44128 1.69547
H 3.01157 7.10271 -0.36758
H 2.85712 4.96965 -1.59447
H 3.99594 2.70578 -0.08602
H 6.20426 1.92348 -0.86460
H 6.41005 0.76318 -3.03517
H 4.41022 0.37756 -4.43186
H 2.19627 1.15391 -3.66239
C 1.50377 -6.74335 1.29014
N 0.20152 -6.12815 1.40763
C -0.87178 -6.76910 2.16816
C -2.06885 -5.82603 1.94898
N -1.47716 -4.74414 1.16388
C -0.21842 -5.00506 0.82646
S 0.76754 -4.06063 -0.20933
H 1.88954 -6.97580 2.28324
H 2.18468 -6.05884 0.79305
H 1.43893 -7.66582 0.71061
H -0.58881 -6.84993 3.21872
H -1.05166 -7.77432 1.78450
H -2.47287 -5.44483 2.88492
H -2.87736 -6.30083 1.39475
H -2.03195 -4.08261 0.62077
```

## Properties
Total charge   +1
E_HOMO   -10.6 eV
ΔE to the lowest compared entry with this formula, charge and spin   0.0 kJ/mol


Formula: C30H29AsFN4O8SbSe4Ti
Source: the Open Molecules 2025 dataset
Level of theory: the ωB97M-V functional and the def2-TZVPD basis

Geometry as XYZ:
```
79
Properties=species:S:1:pos:R:3
Ti -1.19666 -0.06838 0.18572
O 0.44580 3.11982 3.74928
C 0.25698 2.40064 2.75444
O 0.92827 2.18449 1.73850
C -1.09880 1.65949 2.79601
C -1.74604 1.42359 4.01225
C -2.91136 0.68902 4.05166
C -3.51145 0.25924 2.86807
C -2.88130 0.57661 1.69265
N -1.67171 1.23651 1.67096
C -3.55697 0.32013 0.27554
O -4.70617 -0.03482 0.23961
O -2.76460 0.63082 -0.73994
H -1.26627 1.80541 4.90228
H -3.35869 0.43607 5.00517
H -4.43790 -0.29618 2.83464
C 3.14704 -5.93177 0.04326
C 3.71428 -4.58786 0.47900
C 4.81720 -4.74244 1.51312
C 5.35874 -3.37090 1.87988
C 4.24928 -2.54030 2.44968
C 4.46275 -1.61948 3.44044
C 3.41937 -0.79830 3.87524
F 3.67402 0.05316 4.89300
C 2.18919 -0.82782 3.30216
C 1.94765 -1.77672 2.28907
C 0.69952 -1.74107 1.56414
O -0.09046 -0.74343 1.76775
C 0.46386 -2.78822 0.67032
C 1.43966 -3.74842 0.46992
N 2.65457 -3.68148 0.99779
C 2.95081 -2.67109 1.90974
C -0.81360 -2.98525 -0.08717
O -1.17382 -4.09386 -0.41144
O -1.50615 -1.88532 -0.31168
H 3.96639 -6.65145 0.00144
H 2.71848 -5.85602 -0.95610
H 2.39798 -6.30620 0.74525
H 4.11701 -4.07749 -0.40469
H 5.60201 -5.36051 1.07461
H 4.43275 -5.25384 2.40351
H 5.68857 -2.87115 0.96216
H 6.19383 -3.42682 2.57992
H 5.44691 -1.50171 3.87676
H 1.41411 -0.13443 3.59303
H 1.23075 -4.54937 -0.22040
C -1.34837 2.50787 -2.37441
As -0.66536 2.28534 -0.53484
C -1.88994 3.69785 0.28993
C 0.76121 3.56114 -0.88364
H -2.01284 3.37494 -2.38848
H -1.88520 1.63325 -2.73123
H -0.49979 2.70492 -3.02417
H -1.89889 4.54901 -0.39106
H -1.51529 4.03995 1.25498
H -2.91216 3.33776 0.40342
H 0.29198 4.32853 -1.49871
H 1.58843 3.10835 -1.41943
H 1.10784 4.00293 0.04718
N -0.41298 -5.56454 -3.97256
C -1.64133 -5.01438 -3.92008
O -2.65895 -5.68138 -4.07799
C -1.72808 -3.53267 -3.69728
C -2.83647 -3.07137 -3.01008
C -3.01620 -1.71382 -2.86417
N -2.19658 -0.80490 -3.40247
C -1.11936 -1.24918 -4.04708
C -0.82685 -2.60495 -4.19974
H -0.38903 -6.56570 -4.06126
H 0.43958 -5.09292 -3.67602
H -3.53466 -3.77648 -2.58211
H -3.87462 -1.32314 -2.32814
H -0.45138 -0.50564 -4.46814
H 0.08016 -2.89503 -4.71228
Se 2.31358 -3.82649 -2.74245
Sb 2.43606 -1.33650 -2.36064
Se 0.67676 0.23686 -1.27318
Se 2.70492 -0.28712 -4.55577
Se 4.37266 -1.07529 -0.85116
```

## Properties
Total charge   -2
E_HOMO   -2.0 eV
ΔE to the lowest compared entry with this formula, charge and spin   235.0 kJ/mol


Formula: C30H29FNO
Source: the Open Molecules 2025 dataset
Level of theory: the ωB97M-V functional and the def2-TZVPD basis

Geometry as XYZ:
```
62
Properties=species:S:1:pos:R:3
F 1.46379 -5.92616 -1.50234
C 0.39081 -5.06727 -1.42006
C -0.61407 -5.18880 -2.37635
C -1.72133 -4.32922 -2.27032
C -1.81246 -3.42189 -1.23160
C -0.77663 -3.29931 -0.25693
C -0.97264 -2.32983 0.74981
C -0.41025 -2.22074 2.03864
C -0.95471 -1.20789 2.89166
C -0.40782 -0.93657 4.12908
C 0.72220 -1.64711 4.56751
C 1.23917 -2.68355 3.77903
C 0.63298 -3.03627 2.57743
C 0.36689 -4.14287 -0.38758
H -0.53899 -5.91747 -3.18081
H -2.52524 -4.40023 -3.00149
H -2.69645 -2.79111 -1.12475
H -1.77311 -1.62326 0.53362
H -1.83758 -0.66816 2.54361
H -0.87325 -0.18460 4.76358
H 1.16832 -1.40380 5.53301
H 2.10130 -3.24697 4.13710
H 0.94297 -3.94824 2.06962
H 1.22446 -4.04931 0.27327
O -0.57975 0.59685 0.46891
C -0.06009 1.65544 -0.33025
C -1.14030 1.86673 -1.39285
C -2.45090 1.52347 -1.05896
C -3.46986 1.64144 -2.00979
C -3.19538 2.16356 -3.27532
C -1.89148 2.54984 -3.59468
C -0.85892 2.39539 -2.66119
C 0.14262 2.90265 0.54739
C 0.55711 2.72037 1.86683
C 0.67236 3.82074 2.72491
C 0.38339 5.10736 2.26195
C 0.01471 5.29471 0.92832
C -0.09349 4.19712 0.06307
C 1.30821 1.22235 -0.87129
C 1.33471 0.10969 -1.93799
C 2.75120 -0.47923 -1.78465
C 3.20934 -0.11434 -0.36806
N 2.10276 0.66075 0.20851
H 0.18612 0.16340 0.90859
H -2.67137 1.14545 -0.05994
H -4.47557 1.31757 -1.74665
H -3.99837 2.26607 -4.01050
H -1.67024 2.95930 -4.57940
H 0.16426 2.69333 -2.90900
H 0.78568 1.71856 2.23769
H 0.98057 3.66444 3.75491
H 0.44174 5.96267 2.93782
H -0.19896 6.29324 0.54928
H -0.36603 4.34544 -0.98362
H 1.83468 2.11305 -1.27538
H 0.56616 -0.65089 -1.71633
H 1.12922 0.51324 -2.93506
H 2.77491 -1.55376 -1.97614
H 3.43379 0.00934 -2.49003
H 3.43220 -1.00776 0.22674
H 4.13428 0.49417 -0.38930
H 2.44234 1.38885 0.83673
```

## Properties
Total charge   +1
E_HOMO   -11.2 eV


Formula: C30H29N3O4
Source: the Open Molecules 2025 dataset
Level of theory: the ωB97M-V functional and the def2-TZVPD basis

Geometry as XYZ:
```
66
Properties=species:S:1:pos:R:3
C 7.08773 1.55692 0.53775
O 7.14398 0.34719 -0.26800
C 6.11475 -0.53323 -0.16067
C 6.05353 -1.61307 -1.07766
C 4.97464 -2.48703 -1.05200
C 3.92776 -2.30503 -0.13326
N 2.88309 -3.25778 -0.08740
C 1.52342 -3.06915 -0.02878
C 0.81177 -1.80637 0.19942
C -0.63882 -1.74903 -0.02476
C -1.36618 -0.84133 0.66971
C -2.81556 -0.84681 0.74204
C -3.47126 -0.29594 1.86938
C -4.85180 -0.39035 2.00554
C -5.61554 -1.01584 1.00551
C -4.98087 -1.54269 -0.12651
C -3.59632 -1.46543 -0.25849
O 1.41598 -0.80081 0.62827
N 0.97244 -4.30009 0.01867
C -0.42321 -4.66105 0.13218
C 1.96179 -5.26849 -0.05894
C 3.14427 -4.63597 -0.11938
C 4.03261 -1.29380 0.81662
C 5.09052 -0.39091 0.80029
H 7.96281 2.11254 0.20595
H 6.16821 2.12913 0.34291
H 7.16107 1.32725 1.61085
H 6.85672 -1.72490 -1.80119
H 4.94567 -3.31216 -1.76246
H -1.07483 -2.42109 -0.76217
H -0.85660 -0.11420 1.30867
H -2.85188 0.17352 2.63862
H -5.33777 0.01662 2.89370
H -6.69872 -1.09048 1.10296
H -5.55255 -2.01665 -0.92465
H -3.10030 -1.86222 -1.14385
H -0.44457 -5.71558 0.41507
H -0.93998 -4.07727 0.89712
H -0.94214 -4.55715 -0.82608
H 1.70988 -6.31315 -0.05202
H 4.14822 -5.02658 -0.12077
H 3.28040 -1.16883 1.58471
H 5.10053 0.42562 1.52396
C -3.29173 4.65386 2.41624
C -4.12343 4.24886 1.36419
C -3.58452 4.01405 0.09737
C -2.21728 4.18816 -0.12462
C -1.63364 3.88856 -1.48167
C -1.27601 2.40265 -1.62849
C -0.74449 2.05097 -3.01069
O -1.63801 1.09004 -3.54321
C -2.58763 0.77285 -2.58096
O -3.43584 -0.07684 -2.83524
N -2.38612 1.51672 -1.45584
C -1.38032 4.57876 0.92669
C -1.91781 4.80985 2.19575
H -3.71415 4.84840 3.40342
H -5.19480 4.12147 1.51587
H -4.20694 3.66818 -0.73034
H -2.36287 4.11584 -2.27265
H -0.72610 4.48110 -1.65182
H -0.47179 2.17246 -0.89589
H -0.71162 2.90993 -3.68913
H 0.26124 1.62306 -2.91362
H -0.31078 4.68610 0.72637
H -1.25818 5.11667 3.00741
```

## Properties
Total charge   0
E_HOMO   -5.8 eV
ΔE to the lowest compared entry with this formula, charge and spin   468.9 kJ/mol